(1)
Formula: C24H22N3O5S2Tl
Source: OMol25
Level of theory: ωB97M-V with the def2-TZVPD basis set

Geometry (Å):
S: -1.48 2.47 -0.97
C: -0.11 1.27 3.92
H: -4.81 0.21 -4.93
Tl: -0.90 0.67 0.52
C: 0.92 -1.09 -1.54
C: 2.05 0.98 -0.96
C: 3.31 -0.89 0.77
H: 2.37 1.59 -0.12
C: -2.49 1.66 -2.17
H: -0.19 -1.16 -3.37
H: 1.81 -1.31 -2.15
N: 1.92 0.42 6.94
H: 3.03 1.63 2.65
S: -0.64 -1.51 1.60
O: 3.10 0.32 7.22
H: -2.16 1.29 4.55
C: 3.14 -2.16 2.79
O: 0.66 1.83 1.72
C: 1.57 0.81 5.58
C: -2.01 -1.94 -1.66
H: -3.23 -1.25 -3.76
H: 5.00 -1.55 1.90
H: -3.46 3.52 -2.57
H: 1.15 -2.58 3.45
H: -0.52 0.74 5.97
N: 1.29 -0.16 -0.45
O: 1.01 0.22 7.73
C: 1.92 -0.85 0.65
H: -1.43 -2.45 -0.90
C: -3.95 -0.21 0.98
H: 2.91 0.67 -1.55
C: -2.43 0.30 -2.51
H: 1.40 1.60 -1.58
C: 3.92 -1.54 1.83
H: 3.92 -0.40 0.03
C: 1.76 -2.13 2.69
C: -3.27 -0.20 -3.50
H: 3.62 0.99 4.97
H: -4.93 2.63 -4.33
O: -4.84 -0.31 1.64
O: -2.07 1.49 2.56
C: 2.26 1.43 3.38
C: -3.40 2.47 -2.84
C: 2.59 1.08 4.66
C: 0.25 0.93 5.23
C: 0.91 1.52 2.94
C: -4.23 1.97 -3.83
C: -1.52 1.36 3.65
H: 3.60 -2.66 3.63
H: 0.61 -2.03 -1.08
H: 0.04 0.47 -2.74
H: -1.95 -2.52 -2.59
C: -4.17 0.62 -4.16
N: -1.51 -0.58 -1.82
C: 1.13 -1.48 1.62
H: -3.05 -1.91 -1.33
C: -0.18 -0.56 -2.45

Properties
Multiplicity   1
Highest occupied orbital energy   -8.4 eV
LUMO level   -0.15 eV
Frontier orbital gap   8.2 eV
Largest force on an atom   0.124 eV Å⁻¹


(2)
Formula: C24H23AsCoNO5S
Source: OMol25
Level of theory: ωB97M-V with the def2-TZVPD basis set

Geometry (Å):
C: 2.39 0.28 3.28
H: -1.57 0.85 3.17
C: 1.79 -5.10 -0.67
C: -0.30 2.86 0.07
H: 2.96 1.96 -0.56
C: 2.78 0.38 4.62
H: -2.30 2.95 0.94
C: 4.50 -1.28 4.27
H: 6.76 1.55 -2.50
O: -0.12 -1.20 1.81
C: 4.87 1.91 -1.56
H: -2.07 -1.57 0.13
C: -1.81 -0.79 -0.59
C: 5.95 1.12 -1.92
H: 4.82 2.94 -1.87
H: -3.29 0.65 0.07
H: 2.05 -4.37 -2.67
H: 2.26 1.07 5.27
Co: 0.36 0.36 0.84
C: 2.28 -2.81 -1.22
C: 6.01 -0.21 -1.54
H: -0.02 -1.62 -0.67
H: 1.60 -6.12 -0.99
H: -3.01 0.21 2.35
C: -1.28 -1.10 2.40
H: 5.31 -1.88 4.66
C: -1.34 2.45 1.13
H: 1.56 -5.54 1.42
C: -2.21 0.59 -0.12
S: 1.16 1.36 2.65
C: 4.12 -1.39 2.95
C: 4.98 -0.77 -0.80
H: -0.98 2.75 2.12
C: -1.92 0.29 2.31
H: -2.30 -1.01 -1.54
C: 2.04 -4.12 -1.62
C: 3.89 0.02 -0.44
N: -1.46 0.98 1.09
C: 3.83 1.36 -0.82
H: 1.95 -3.21 2.14
C: 1.77 -4.78 0.68
H: 2.48 -2.05 -1.96
H: 5.02 -1.81 -0.51
O: 0.58 1.92 -0.19
C: 2.27 -2.49 0.14
H: 4.11 -0.29 6.14
H: 4.63 -2.08 2.29
C: 2.00 -3.47 1.09
O: -0.39 -0.73 -0.78
C: 3.83 -0.39 5.10
H: 6.86 -0.83 -1.82
H: -1.96 1.30 -0.90
As: 2.46 -0.64 0.65
O: -0.33 3.96 -0.42
C: 3.07 -0.62 2.46
O: -1.83 -2.00 3.00

Properties
Multiplicity   1
Highest occupied orbital energy (alpha / beta)   -7.9 / -7.9 eV
LUMO level (alpha / beta)   -0.23 / -0.23 eV
Frontier orbital gap (alpha / beta)   7.7 / 7.7 eV
Largest force on an atom   0.425 eV Å⁻¹


(3)
Formula: C24H23BClNPRe
Source: OMol25
Level of theory: ωB97M-V with the def2-TZVPD basis set

Geometry (Å):
H: 1.12 0.75 4.37
H: -5.04 -0.99 -5.81
H: 0.50 -2.66 -2.47
C: 3.39 -1.49 -4.35
C: 1.18 -2.46 -0.37
C: 0.33 1.89 -3.90
C: 1.22 3.22 -5.75
C: 0.26 -2.38 -1.46
C: -3.35 -1.79 -4.70
H: -4.02 1.30 -6.08
H: -2.02 1.87 -4.77
N: 0.31 0.40 1.29
Cl: 1.62 1.65 -0.75
C: 0.74 -1.46 -5.25
H: 4.41 -1.52 -3.96
C: -4.07 -0.77 -5.37
C: -3.54 0.53 -5.46
C: -0.88 -1.80 0.47
H: 1.78 3.26 -6.69
C: -1.65 -0.14 -4.06
P: -0.07 0.26 -3.08
C: -0.19 3.07 -3.34
H: -0.28 -1.50 -5.60
H: -1.69 -1.58 1.15
C: -0.05 4.30 -3.99
C: -2.37 0.85 -4.75
C: 1.11 2.01 -5.06
H: 0.22 2.47 3.80
H: -0.70 3.01 -2.38
C: -1.01 -1.93 -0.95
C: 0.48 -2.10 0.83
H: 2.20 -2.83 -0.47
C: 0.17 0.78 2.39
B: 0.11 1.25 3.84
C: 2.41 -0.80 -3.63
H: 1.62 1.14 -5.46
C: -2.12 -1.48 -4.12
C: 1.09 -0.75 -4.09
H: 1.44 -2.62 -6.94
H: -3.72 -2.83 -4.64
H: -0.50 5.20 -3.54
C: 1.72 -2.11 -6.01
H: -0.90 0.90 4.47
H: 0.88 -2.21 1.83
H: 3.83 -2.57 -6.17
C: 3.05 -2.10 -5.56
H: 2.67 -0.31 -2.69
H: -1.93 -1.83 -1.50
Re: 0.45 -0.47 -0.58
C: 0.63 4.37 -5.21
H: -1.51 -2.31 -3.73
H: 0.69 5.32 -5.75

Properties
Net charge   +1
Multiplicity   4
Highest occupied orbital energy (alpha / beta)   -11.6 / -12.2 eV
LUMO level (alpha / beta)   -4.18 / -6.37 eV
Frontier orbital gap (alpha / beta)   7.4 / 5.8 eV
Largest force on an atom   8.885 eV Å⁻¹


(4)
Formula: C24H23BF6N5OSTb
Source: OMol25
Level of theory: ωB97M-V with the def2-TZVPD basis set

Geometry (Å):
C: -2.87 -2.93 2.85
H: 4.38 -4.08 -2.27
C: 0.16 -2.10 -2.40
C: -4.55 0.90 0.53
H: -2.53 -4.28 1.21
C: -1.48 -2.44 0.95
C: 0.31 1.56 4.71
H: -1.55 0.17 2.91
H: -6.24 -0.27 -0.16
H: -0.19 2.47 5.02
H: -1.37 -3.74 -0.74
H: 2.16 -3.68 -3.34
C: 0.49 1.37 3.33
C: -3.18 1.04 0.46
H: 1.70 -1.29 5.83
C: -4.35 -0.95 -0.95
C: -2.12 -1.58 -1.88
C: 1.54 -2.29 -1.84
C: -0.83 -2.87 -0.34
H: 3.17 -1.28 0.77
N: 1.18 0.26 2.92
C: 0.74 0.63 5.62
N: 1.82 -1.61 -0.71
C: -1.76 -0.83 2.57
C: 3.67 -3.40 -1.83
H: -2.02 -1.05 -2.83
C: -2.31 -3.30 1.63
S: -0.12 2.42 2.15
N: -2.39 0.25 -0.28
C: 1.38 -0.52 5.15
F: -0.76 3.24 -3.21
H: -3.48 -3.62 3.42
C: -2.99 -0.74 -0.98
C: -2.59 -1.64 3.31
H: 2.10 -1.51 3.37
C: 2.43 -3.17 -2.43
C: 1.59 -0.66 3.81
F: -0.74 2.57 -0.99
O: 1.45 0.08 1.66
H: -5.14 1.59 1.12
B: -1.31 2.39 -2.30
H: 3.37 1.71 -1.58
H: 4.87 -2.89 -0.11
C: 3.01 -1.84 -0.13
F: 1.62 0.79 -2.01
H: -3.01 -1.27 4.23
H: 0.60 0.78 6.68
Tb: 0.23 0.56 -0.22
F: -2.66 2.52 -2.24
F: -0.95 1.04 -2.61
H: -2.62 -2.54 -2.08
F: 1.89 2.24 -0.34
N: -0.78 -1.79 -1.33
H: 0.17 -1.26 -3.09
H: -2.68 1.83 1.00
C: 3.94 -2.72 -0.63
H: 0.19 -3.17 -0.11
C: 2.62 1.15 -0.97
N: -1.16 -1.21 1.42
H: -4.79 -1.76 -1.53
H: -0.13 -3.01 -2.96
C: -5.17 -0.12 -0.18

Properties
Net charge   -1
Multiplicity   8
Highest occupied orbital energy (alpha / beta)   -0.9 / -1.4 eV
LUMO level (alpha / beta)   2.50 / 2.49 eV
Frontier orbital gap (alpha / beta)   3.4 / 3.9 eV
Largest force on an atom   1.711 eV Å⁻¹